94
Properties=species:S:1:pos:R:3:forces:R:3:mulliken_charge:R:1 method="wB97M-V/def2-TZVPD" molar_mass_g_mol=629.3 lumo_ev=-0.483 total_charge=0 orbital_gap_ev=6.1 e_above_lowest_ev=0.0000
Ti -0.315953 -0.036102 -0.392566 2.2 0.2 0.0 -0.10
C 2.006167 -0.189612 -2.091896 -0.8 0.0 -0.1 -0.96
C 1.242381 -1.378125 -2.252612 0.0 0.6 -0.1 0.34
C -0.047328 -0.957824 -2.747309 0.3 -0.5 -0.3 -0.41
Si 2.000212 -3.057225 -1.904117 -0.6 0.5 0.4 -0.13
C -0.048673 0.448413 -2.872408 0.3 0.4 -0.4 -0.47
C 1.242615 0.950594 -2.463492 0.0 -0.6 0.0 0.38
Si 1.997417 2.666438 -2.410183 -0.6 -0.5 0.4 -0.18
H 3.051936 -0.164219 -1.817195 0.0 0.0 0.2 0.38
H -0.783757 -1.647991 -3.192578 0.2 0.6 0.6 0.36
H -0.784831 1.047936 -3.433838 0.2 -0.4 0.6 0.37
Cl -4.961363 0.096514 1.371834 0.1 0.0 0.1 -0.72
C 3.854829 2.581985 -2.319610 0.1 -0.1 0.0 -1.21
C 1.483438 3.722200 -3.853053 0.1 0.2 -0.3 -1.08
C 3.857862 -2.949047 -1.821054 0.1 0.1 -0.1 -1.21
C 1.496565 -4.347934 -3.145262 0.1 -0.2 -0.2 -1.10
H 2.143582 3.485721 -4.699379 -0.2 0.1 0.1 0.39
H 1.607151 4.790056 -3.625724 0.0 -0.2 -0.1 0.38
H 0.450462 3.555319 -4.176307 0.2 0.0 0.0 0.35
H 4.182869 2.057795 -1.413351 0.0 0.1 -0.2 0.32
H 4.281546 3.593961 -2.307535 -0.1 -0.2 0.0 0.37
H 4.254367 2.050043 -3.192388 0.0 0.1 0.2 0.36
H 2.137105 -4.239203 -4.031850 -0.2 -0.1 0.1 0.39
H 0.454375 -4.265737 -3.471841 0.2 0.0 0.1 0.35
H 1.654500 -5.359544 -2.746209 0.0 0.2 -0.1 0.38
H 4.260654 -2.577428 -2.772154 0.0 -0.1 0.2 0.35
H 4.288295 -3.941207 -1.628624 -0.1 0.2 0.0 0.37
H 4.178989 -2.271677 -1.019565 0.0 -0.1 -0.2 0.32
C 1.333268 3.312085 -0.759839 0.4 0.5 0.1 -1.05
C 1.331130 -3.412188 -0.166705 0.5 -0.5 0.0 -1.03
P -0.315162 2.647335 -0.386488 -0.4 0.4 -0.2 0.01
H 1.323526 4.414068 -0.772472 0.0 -0.3 0.2 0.79
H 2.035095 2.988256 0.029419 -0.2 0.1 -0.2 0.39
P -0.313904 -2.692632 0.097796 -0.4 -0.7 -0.1 0.27
H 2.034866 -2.960743 0.554455 -0.2 -0.1 -0.2 0.34
H 1.326512 -4.500964 0.003727 0.0 0.3 0.2 0.80
C -0.819513 -3.269871 1.783683 -0.2 0.5 0.8 0.94
C -1.399238 -3.747954 -1.005088 0.1 0.2 -0.1 1.43
C -1.399105 3.503268 -1.641882 0.1 -0.2 0.0 1.56
C -0.815318 3.446810 1.208771 -0.1 0.2 0.3 0.93
C -0.635120 2.530238 2.405489 -0.5 0.2 -0.2 -0.71
H -1.900758 3.593455 1.106002 0.2 0.2 0.0 0.51
C -0.106545 4.743278 1.582217 -0.1 0.4 0.0 -1.83
H 0.957239 4.566797 1.803314 -0.3 0.0 -0.1 0.32
H -0.573897 5.116102 2.506438 0.2 0.0 -0.3 0.51
H -0.188014 5.517251 0.818770 0.1 0.0 0.1 0.39
H -1.247482 1.629145 2.157904 0.6 0.7 0.5 -0.70
H -1.042548 2.970959 3.334717 0.2 -0.1 -0.6 0.70
H 0.457817 2.401813 2.565854 -0.6 -0.2 -0.1 0.18
H -0.969360 3.217217 -2.618204 -0.1 0.1 0.4 -0.54
C -1.387357 5.036305 -1.552913 -0.1 0.2 -0.2 -1.73
C -2.837577 2.962109 -1.573886 -0.1 0.1 -0.1 -1.31
H -0.382394 5.486210 -1.563946 -0.3 -0.2 0.0 0.28
H -1.923655 5.395199 -0.660999 0.2 -0.1 -0.3 0.34
H -1.918296 5.428407 -2.435092 0.1 0.0 0.3 0.48
H -2.918131 1.912991 -1.888386 0.1 0.3 0.1 0.16
H -3.477024 3.560648 -2.240552 0.1 -0.2 0.2 0.49
H -3.257529 3.026444 -0.558291 0.0 0.0 -0.3 0.27
H -0.976394 -3.637813 -2.017985 -0.1 0.0 0.3 -0.53
C -2.839647 -3.205756 -1.031744 -0.1 -0.1 0.0 -1.31
C -1.391206 -5.245817 -0.658171 -0.1 -0.2 -0.1 -1.69
H -0.386501 -5.692305 -0.595937 -0.3 0.3 0.0 0.29
H -1.926365 -5.788861 -1.454189 0.1 0.1 0.3 0.47
H -1.920959 -5.446701 0.285745 0.2 0.1 -0.3 0.33
H -2.921236 -2.219593 -1.508146 0.1 -0.3 0.1 0.14
H -3.262809 -3.107208 -0.020586 0.0 0.0 -0.3 0.27
H -3.481777 -3.900522 -1.596334 0.2 0.2 0.2 0.50
C -0.664036 -2.145875 2.820249 -0.9 -0.5 0.0 -0.31
C -0.097655 -4.464105 2.390648 -0.1 -0.2 -0.2 -1.85
H -1.919620 -3.431047 1.693716 0.7 -0.2 0.1 0.41
H 0.963369 -4.224233 2.569883 -0.3 -0.1 -0.1 0.31
H -0.177359 -5.347595 1.761977 0.2 -0.2 0.2 0.40
H -0.565280 -4.655358 3.368452 0.2 -0.2 -0.3 0.52
H 0.395844 -1.906246 3.025500 -0.3 -0.2 -0.4 0.30
H -1.085873 -2.435348 3.820242 0.1 0.2 -1.0 0.46
H -1.248511 -1.297645 2.418394 0.4 -0.8 0.4 -1.26
C -2.259546 -0.003094 -0.040931 -0.3 0.0 -0.1 -1.36
H -2.834010 -0.074486 -0.967736 -0.1 0.0 0.1 0.45
H -2.540137 -0.840359 0.611528 -0.2 0.3 -0.1 0.58
H -2.519628 0.937257 0.462545 -0.2 -0.4 0.0 0.65
C 1.962898 -0.101475 3.062135 0.0 -1.2 -0.3 -1.64
Si 0.030698 0.285680 3.049916 2.1 0.7 2.0 1.75
C -1.751272 0.205915 3.906494 -0.6 -0.7 -1.2 -1.42
C 0.471335 1.097760 4.759976 0.1 1.5 0.2 -1.72
O 0.294123 0.201547 1.305669 -1.8 0.1 -0.8 0.04
H 2.370083 -0.488559 4.003434 -0.1 0.2 -0.1 0.31
H 2.424038 0.874111 2.861249 -0.2 0.0 0.2 0.47
H 2.294196 -0.739479 2.235541 0.0 -0.2 0.1 0.16
H -1.636086 -0.316070 4.863010 0.1 0.0 -0.2 0.42
H -2.119429 1.208611 4.138207 0.4 -0.1 -0.1 0.57
H -2.560095 -0.278834 3.353893 -0.2 0.0 0.0 0.31
H 1.425386 1.625245 4.755318 0.2 0.0 0.1 0.35
H -0.264506 1.789355 5.176334 0.0 0.0 0.1 0.46
H 0.560996 0.282746 5.488175 0.0 -0.1 -0.2 0.41

---

20
Properties=species:S:1:pos:R:3:forces:R:3:mulliken_charge:R:1 method="wB97M-V/def2-TZVPD" molar_mass_g_mol=225.2 lumo_ev="1.760 / 1.758" total_charge=-1 orbital_gap_ev="5.9 / 5.9" e_above_lowest_ev=0.0000
O -1.931858 0.890570 -2.306189 0.6 0.0 1.6 -0.65
C -2.117502 -0.194269 -2.840406 0.2 -1.6 -1.0 0.69
O -2.683008 -0.472871 -3.897807 -0.3 -0.3 -0.4 -0.72
C -1.486609 -1.680711 -2.196212 -3.7 1.2 -2.4 -0.59
N -1.036936 -1.513724 -0.930248 3.8 2.5 2.9 0.05
C -1.709446 -0.938005 0.120094 -2.5 -2.0 2.3 0.51
O -2.834597 -1.248358 0.557885 2.2 1.1 -1.4 -0.66
N -0.738858 -0.244041 0.902078 2.3 0.8 -2.5 0.91
N -0.906641 0.486184 1.987345 -1.2 -0.4 0.6 -1.22
C 0.057039 1.262514 2.314486 0.8 0.7 0.8 -0.16
C 1.271162 1.504510 1.594550 -1.4 -3.1 -3.2 -0.53
C 1.469682 0.774632 0.408031 -0.1 1.5 3.0 -0.51
C 0.444731 -0.109022 0.116385 -1.8 -1.8 -0.8 0.58
N 0.372228 -0.879333 -0.946418 -2.4 -0.4 1.1 -0.01
S 1.467451 -1.226247 -2.143633 0.8 0.1 -0.3 -0.43
H -0.613944 -1.883379 -2.821023 -0.7 -0.7 -0.2 0.21
H -2.423064 -2.329615 -2.176807 1.7 0.4 -0.4 0.31
H -0.013991 1.789078 3.268099 -0.5 -0.1 -0.3 0.37
H 1.848917 2.273375 1.931299 1.9 1.7 0.7 0.44
H 2.292990 0.764825 -0.276083 0.4 0.4 -0.1 0.40

---

69
Properties=species:S:1:pos:R:3:forces:R:3:mulliken_charge:R:1 method="wB97M-V/def2-TZVPD" molar_mass_g_mol=647.4 lumo_ev=-6.120 total_charge=+1 orbital_gap_ev=7.0 e_above_lowest_ev=10.2032
Ca -1.263174 -0.911780 -0.248736 -0.4 -0.6 -1.3 1.95
P -2.279664 -3.082410 -3.744176 -1.3 -0.8 -0.9 1.10
F -2.309074 -3.599550 -2.189906 0.8 -0.7 0.7 -0.33
F -3.727264 -3.934650 -3.988326 2.4 1.6 0.1 -0.36
F -3.088324 -1.787860 -3.037196 0.0 0.5 -0.8 -0.34
F -2.346464 -2.387640 -5.222126 -0.2 -0.9 1.6 -0.33
F -0.878464 -2.274050 -3.450186 0.0 0.6 0.7 -0.35
F -1.343984 -4.329090 -4.195616 -1.3 0.7 0.1 -0.34
C 6.232416 2.712040 1.748084 0.4 -0.8 -1.2 -1.41
C 5.327116 2.647120 2.949044 0.5 -0.1 -0.5 0.50
C 4.647676 4.006490 3.228134 1.8 -0.3 2.8 -0.42
O 3.288966 3.771520 3.120244 -2.0 -1.7 -1.6 -0.31
C 3.078366 2.469450 2.717264 -2.7 -1.3 -2.1 0.65
O 2.003526 1.971680 2.307384 3.2 2.1 1.9 -0.60
O 4.224066 1.761680 2.679814 -0.8 1.0 0.0 -0.33
H 5.710096 2.951820 0.821914 -0.4 0.5 0.2 0.33
H 6.645046 1.740900 1.474724 0.1 -0.3 0.5 0.36
H 7.089966 3.381560 1.814664 -0.2 0.2 0.5 0.38
H 5.830136 2.133470 3.768324 0.1 0.7 0.3 0.28
H 5.088766 4.871340 2.732594 -0.6 -0.3 -0.9 0.30
H 4.755646 4.263920 4.281784 0.5 0.0 0.2 0.27
C 3.037066 4.783260 -3.003796 -0.2 -0.4 0.7 -0.60
O 2.020766 3.922770 -2.406976 -1.3 -0.9 -0.4 -0.31
C 1.313306 2.998750 -3.166246 -0.2 -0.1 2.9 0.79
O 0.425536 2.267620 -2.701226 1.7 1.7 -0.6 -0.59
O 1.781696 2.977270 -4.362026 0.9 0.2 -2.6 -0.33
C 1.021186 2.251240 -5.351186 -0.9 -0.2 0.1 -0.59
H 3.813506 4.149220 -3.431896 -0.1 0.4 -0.3 0.29
H 3.453986 5.348650 -2.170356 0.0 -0.3 0.2 0.24
H 2.625456 5.555210 -3.653996 -0.1 -0.5 -0.4 0.29
H 1.140276 2.521970 -6.400276 0.9 1.0 0.4 0.26
H 0.001746 2.534350 -5.089086 -0.2 -1.0 -0.3 0.29
H 1.297726 1.197010 -5.336466 -0.5 0.0 0.6 0.25
C -6.587494 1.577150 -0.089936 -1.0 -0.1 0.7 -0.63
O -5.943094 2.836060 -0.074246 1.0 1.0 -0.2 -0.27
C -4.683214 2.994870 0.263374 1.9 0.2 1.6 0.79
O -3.895474 2.113940 0.613514 -0.8 0.5 -0.7 -0.64
O -4.374674 4.315020 0.268914 -1.6 -0.5 -0.5 -0.29
C -3.297424 4.918720 0.971284 1.2 -0.6 0.1 -0.59
H -6.655694 1.109360 0.892214 0.6 0.1 0.2 0.31
H -6.195104 0.844850 -0.795526 -0.1 0.4 -0.3 0.28
H -7.601814 1.941440 -0.252896 -0.1 -0.8 -0.7 0.25
H -3.255624 4.683180 2.034714 -0.5 -0.2 0.0 0.30
H -3.344004 6.001660 0.856594 -0.4 -0.2 -0.2 0.24
H -2.343814 4.584550 0.562544 0.0 0.0 -0.2 0.26
C -5.896034 -4.567610 1.199894 0.3 -1.8 -1.5 -0.67
O -5.829884 -4.183020 2.533414 0.2 1.4 1.0 -0.26
C -5.041634 -3.219100 2.964864 2.6 0.3 0.3 0.74
O -4.094304 -2.668720 2.325504 -3.1 -1.2 2.0 -0.60
O -5.342594 -3.095170 4.311224 0.2 -0.6 -2.7 -0.27
C -4.531354 -2.270260 5.093014 0.4 0.9 0.8 -0.61
H -6.250824 -3.843090 0.466894 -0.4 0.2 0.5 0.30
H -6.493624 -5.475000 1.287234 -0.6 0.4 -0.6 0.27
H -4.982644 -4.981170 0.772364 0.6 0.4 0.4 0.32
H -3.518354 -2.635640 5.261594 0.1 -0.2 -0.6 0.29
H -4.954114 -2.271800 6.097684 -0.4 0.2 -0.2 0.23
H -4.532344 -1.269640 4.660724 0.2 0.1 0.3 0.27
C 5.826246 -3.537010 -1.106996 1.2 -0.4 0.6 -0.64
O 4.513206 -3.081620 -0.741616 1.7 3.1 -1.9 -0.29
C 3.517896 -3.741240 -0.324336 -2.4 -2.9 2.5 0.85
O 2.377036 -3.309170 -0.090996 2.2 -0.6 -0.8 -0.62
O 3.964426 -5.006650 -0.014786 -1.1 0.2 -0.3 -0.34
C 3.143346 -6.029830 0.630804 0.3 1.2 0.3 -0.62
H 6.384956 -3.907140 -0.247366 -0.7 -0.8 0.2 0.30
H 6.506286 -2.719410 -1.346126 -1.0 0.8 -0.4 0.27
H 5.877826 -4.224830 -1.950996 -0.6 -0.1 0.3 0.31
H 3.094676 -6.900590 -0.023026 0.0 0.2 0.2 0.25
H 2.160376 -5.660180 0.922764 -0.1 0.1 -0.5 0.29
H 3.661266 -6.206200 1.573544 0.1 -0.5 -0.2 0.26